A 12-piece molecular cluster, C12H48N24O12 overall at a distorted geometry, computed with ωB97M-V/def2-TZVPD.

Geometry as XYZ:
```
96
Properties=species:S:1:pos:R:3
N -0.0146 14.9390 -13.7550
C 0.1187 13.6487 -14.1272
N 0.5779 12.8590 -13.1497
O -0.1608 13.2805 -15.2837
H 0.0478 15.1977 -12.7892
H -0.1381 15.6193 -14.4836
H 0.6284 11.8657 -13.3093
H 0.4549 13.1764 -12.2030
N -5.3183 3.3945 -11.8628
C -4.1035 3.8612 -12.1873
N -4.0443 5.1974 -12.3350
O -3.0786 3.1707 -12.2226
H -6.0889 3.9803 -12.1335
H -5.4749 2.4249 -11.6526
H -3.2826 5.5393 -12.9075
H -4.9333 5.5920 -12.6089
N 0.2612 4.0175 -11.2788
C 0.5752 5.2249 -10.7013
N -0.5718 5.9423 -10.6466
O 1.6468 5.4558 -10.1413
H -0.5793 3.8370 -11.8013
H 1.0087 3.3434 -11.2930
H -0.5531 6.9146 -10.3695
H -1.2373 5.6143 -11.3241
N -3.3401 13.2145 -15.8876
C -4.0166 12.2833 -15.1485
N -5.1656 11.9570 -15.8038
O -3.4750 11.6427 -14.2577
H -3.7807 13.8934 -16.4809
H -2.4536 13.4258 -15.4453
H -5.4706 11.0162 -15.6214
H -5.5605 12.6071 -16.4540
N -4.4093 9.1785 -11.9953
C -5.2087 9.2492 -13.0859
N -4.4923 8.9533 -14.2258
O -6.3631 9.6498 -13.1064
H -4.8582 9.3807 -11.1201
H -3.4380 9.0626 -12.2254
H -4.8777 8.9154 -15.1491
H -3.6400 8.5101 -13.9238
N -3.4700 13.7857 -11.1678
C -3.4037 15.0924 -11.4902
N -2.1411 15.5270 -11.5457
O -4.3853 15.7736 -11.7319
H -2.7644 13.0904 -11.3570
H -4.4298 13.5213 -11.0104
H -1.4137 14.8984 -11.2469
H -1.9142 16.5034 -11.6184
N -1.6936 8.1773 -12.8711
C -1.3217 9.1265 -11.9911
N -1.3729 10.2982 -12.6573
O -1.1557 8.9501 -10.7779
H -1.5589 7.2326 -12.5425
H -1.6776 8.3952 -13.8673
H -2.0974 10.4534 -13.3469
H -1.2170 11.1405 -12.1202
N -0.8716 3.4820 -14.6565
C -0.8954 4.8214 -14.5317
N -0.2748 5.4411 -15.5758
O -1.3738 5.4098 -13.5526
H -1.7526 3.1375 -14.2796
H -0.7623 3.1481 -15.6015
H -0.3431 6.4528 -15.5762
H 0.2638 4.9461 -16.2612
N -1.1857 8.5819 -17.7104
C -1.2660 8.9949 -16.4221
N -1.5143 10.3197 -16.4253
O -0.9546 8.2873 -15.4388
H -0.8902 7.6179 -17.7558
H -1.5533 9.1415 -18.4510
H -1.5776 10.7220 -17.3359
H -1.4810 10.8510 -15.5684
N -3.8667 6.4359 -15.8489
C -3.9665 6.4834 -17.1821
N -5.1884 6.8893 -17.6400
O -3.0563 6.2134 -17.9477
H -4.7066 6.7173 -15.3732
H -2.9876 6.3839 -15.3578
H -5.9653 7.0132 -17.0137
H -5.3884 6.8001 -18.6205
N 2.4240 10.6797 -9.8629
C 2.8732 9.5266 -10.4101
N 2.0463 8.5025 -10.2271
O 3.9997 9.4616 -10.9043
H 1.4991 10.7596 -9.4762
H 3.0955 11.4205 -9.7633
H 2.4211 7.6366 -10.5902
H 1.1369 8.5926 -9.8141
N -0.1707 13.1513 -8.5929
C -0.6142 12.2769 -9.5358
N -0.7057 11.0263 -9.0207
O -0.7999 12.5192 -10.7204
H 0.0072 12.8827 -7.6429
H -0.2576 14.1309 -8.8101
H -0.8366 10.8452 -8.0405
H -1.1198 10.3444 -9.6754
```

Properties
Structure (SMILES)   NC(N)=O.NC(N)=O.NC(N)=O.NC(N)=O.NC(N)=O.NC(N)=O.NC(N)=O.NC(N)=O.NC(N)=O.NC(N)=O.NC(N)=O.NC(N)=O
Orbital gap   9.02 eV
Max |F|   0.056 Eh/bohr
E_LUMO   -0.01 eV

---

C25H64I2NbO18S6 as an isolated structure at a distorted geometry, computed with ωB97M-V/def2-TZVPD.

Geometry as XYZ:
```
116
Properties=species:S:1:pos:R:3
C -3.0537 1.8720 -0.8418
C -2.2703 2.3636 0.4012
C -1.2243 1.3264 0.8973
Nb 0.7530 1.4391 -0.2030
C 1.8194 1.7272 1.7747
C 2.8549 1.3721 -1.1480
I 3.8151 -0.5579 -1.0541
C 3.5190 2.3774 -1.7262
C 2.9331 3.7628 -1.8645
I 5.4814 2.2036 -2.5829
H -4.1222 2.0112 -0.6617
H -2.7490 2.4355 -1.7208
H -2.8943 0.8076 -0.9982
H -2.9781 2.5554 1.2145
H -1.7393 3.2868 0.1769
H -1.0525 1.4196 1.9731
H -1.6051 0.3095 0.7457
H 0.5480 3.2579 -0.3371
H -0.0360 1.4007 -1.8679
H 0.7432 -0.3965 -0.1703
H 1.2224 2.2382 2.5335
H 2.1287 0.7544 2.1753
H 2.7441 2.3053 1.6518
H 3.7223 4.4671 -2.1396
H 2.4929 4.0995 -0.9313
H 2.1905 3.7811 -2.6634
O 2.6633 0.1086 4.9782
S 3.4074 -0.0025 6.1916
O 4.6036 0.7598 6.3834
O 3.7145 -1.5473 6.4432
C 4.2543 -2.2847 5.3217
C 5.7129 -1.9818 5.0502
C 2.3483 0.2493 7.5763
H 3.6359 -2.0920 4.4434
H 4.1286 -3.3316 5.5932
H 5.8521 -0.9494 4.7328
H 6.0821 -2.6319 4.2580
H 6.3159 -2.1448 5.9428
H 1.4511 -0.3496 7.4486
H 2.1009 1.3083 7.5896
H 2.8835 -0.0249 8.4814
O -6.5446 1.3881 -2.2741
S -7.4586 2.3245 -1.6980
O -8.2102 1.9716 -0.5308
O -8.4641 2.8134 -2.8406
C -9.1436 1.7887 -3.5933
C -10.2554 1.1256 -2.8057
C -6.6517 3.8627 -1.4206
H -8.4102 1.0610 -3.9458
H -9.5465 2.3011 -4.4652
H -9.8633 0.5803 -1.9499
H -10.7959 0.4219 -3.4408
H -10.9592 1.8642 -2.4257
H -6.1019 4.1406 -2.3153
H -5.9669 3.7094 -0.5890
H -7.3998 4.6080 -1.1641
O 5.3385 -3.9825 -1.4845
S 5.1424 -4.3522 -2.8532
O 4.1421 -5.3141 -3.2057
O 6.5523 -4.8300 -3.4467
C 7.2619 -5.8495 -2.7230
C 6.6649 -7.2316 -2.9066
C 4.9467 -2.9164 -3.8465
H 7.3135 -5.5723 -1.6682
H 8.2738 -5.8195 -3.1240
H 5.6703 -7.2975 -2.4692
H 7.3012 -7.9751 -2.4239
H 6.5792 -7.4737 -3.9659
H 5.7234 -2.1996 -3.5940
H 3.9685 -2.4995 -3.6152
H 4.9984 -3.2075 -4.8927
O 8.2534 -4.1740 5.0568
S 8.5149 -5.5247 4.6630
O 8.2870 -6.5963 5.5841
O 10.0088 -5.6101 4.1097
C 11.0591 -5.0803 4.9445
C 11.3927 -5.9808 6.1172
C 7.6896 -5.8761 3.1491
H 10.7845 -4.0767 5.2732
H 11.9167 -4.9896 4.2807
H 10.5632 -6.0469 6.8191
H 12.2585 -5.5847 6.6489
H 11.6201 -6.9899 5.7734
H 7.8849 -5.0736 2.4434
H 6.6274 -5.9312 3.3774
H 8.0434 -6.8317 2.7720
O -0.0141 7.8913 -4.2412
S -0.2088 7.6193 -5.6321
O -1.2490 6.7338 -6.0552
O 1.1765 7.1675 -6.2693
C 1.8996 6.0787 -5.6435
C 1.2931 4.7193 -5.9207
C -0.3651 9.1366 -6.5142
H 1.9845 6.2667 -4.5721
H 2.8997 6.1397 -6.0684
H 0.3147 4.6186 -5.4533
H 1.9399 3.9387 -5.5201
H 1.1655 4.5652 -6.9926
H 0.4372 9.8048 -6.2151
H -1.3319 9.5562 -6.2453
H -0.3292 8.9263 -7.5795
O -12.3078 0.2478 -0.5158
S -12.3828 -1.0799 0.0129
O -13.4928 -1.9207 -0.3212
O -12.2320 -1.0037 1.5974
C -13.0917 -0.0901 2.3088
C -14.5180 -0.5902 2.4246
C -10.8818 -1.9371 -0.3144
H -13.0456 0.8904 1.8322
H -12.6399 -0.0014 3.2947
H -15.0044 -0.6409 1.4519
H -15.0929 0.0857 3.0587
H -14.5400 -1.5887 2.8611
H -10.0440 -1.3034 -0.0345
H -10.8650 -2.1419 -1.3828
H -10.8810 -2.8671 0.2475
```

Properties
Total charge   -1
Orbital gap   6.51 eV
Max |F|   0.048 Eh/bohr
E_LUMO   1.76 eV

---

C51H49FNbO25 as an isolated structure at a distorted geometry, computed with ωB97M-V/def2-TZVPD.

Geometry as XYZ:
```
127
Properties=species:S:1:pos:R:3
C -0.6782 -3.6050 4.7050
C -2.1768 -3.2412 5.3504
C -2.9986 -2.3890 4.1702
C -3.7202 -3.3977 3.0979
C -4.2994 -2.6790 1.7442
Nb -2.8571 -2.6528 -0.0282
C -2.5664 -4.9176 0.0134
C -1.1250 -5.4427 -0.5642
O -0.6887 -6.6401 -0.0833
F -0.2809 -4.7777 -1.5829
C -3.1759 -0.4179 -0.4121
C -2.3645 0.5773 0.6053
C -2.5901 0.6597 2.2505
C -1.8048 1.6925 3.2580
C -0.6988 2.7434 2.6561
C -0.4297 2.7046 1.0337
C -1.2343 1.6561 0.0085
C -0.8572 1.8072 -1.5876
H 0.0705 -4.0181 5.5184
H -0.8216 -4.3496 3.7906
H -0.1965 -2.6151 4.2690
H -1.9659 -2.5308 6.2807
H -2.7676 -4.2207 5.6619
H -2.1558 -1.7994 3.5827
H -3.7095 -1.5941 4.6598
H -4.6666 -3.8610 3.6590
H -2.9885 -4.2923 2.9172
H -4.7649 -1.6092 1.9964
H -5.2348 -3.3328 1.3950
H -1.4607 -2.3566 1.1192
H -1.6441 -2.6170 -1.4186
H -4.2636 -2.9485 -1.1862
H -2.7118 -5.4181 1.0716
H -3.4010 -5.4122 -0.6823
H -4.3433 -0.1784 -0.3443
H -2.8750 -0.1194 -1.5255
H -3.4011 -0.0565 2.6957
H -2.0328 1.6847 4.4242
H -0.1590 3.5008 3.3717
H 0.3520 3.4927 0.5984
H 0.2966 2.0910 -1.6729
H -1.4259 2.7196 -2.1068
H -0.9927 0.8062 -2.1843
C 0.3924 4.6208 -5.9014
C 0.5057 4.4335 -4.5851
C 1.4616 3.4387 -4.0246
O 1.5571 3.3023 -2.8100
C 2.2620 2.6439 -4.9693
C 2.1461 2.8289 -6.2857
C 1.2104 3.8429 -6.8447
O 1.1393 4.0029 -8.0586
O 2.8932 2.0836 -7.1792
O -0.2617 5.1591 -3.6924
H -0.2967 5.3421 -6.3223
H 2.9398 1.9119 -4.5492
H 2.6310 2.4043 -8.0697
H 0.0049 4.8426 -2.8019
C -2.6019 0.9278 8.7871
C -3.0315 1.4084 9.9555
C -4.0531 2.4900 10.0186
O -4.4423 2.8982 11.1071
C -4.5578 3.0361 8.7491
C -4.1256 2.5578 7.5807
C -3.1247 1.4575 7.5183
O -2.7603 1.0262 6.4296
O -4.5936 3.0683 6.3839
O -2.5428 0.9173 11.1522
H -1.8614 0.1402 8.7267
H -5.2867 3.8341 8.8091
H -4.1319 2.5571 5.6839
H -3.0090 1.4243 11.8521
C 7.3634 0.5470 -6.1115
C 8.3180 0.0901 -6.9242
C 8.3132 0.4081 -8.3790
O 9.2142 -0.0103 -9.0974
C 7.2049 1.2216 -8.9029
C 6.2484 1.6756 -8.0907
C 6.2685 1.3805 -6.6317
O 5.3853 1.8271 -5.9073
O 5.2025 2.4383 -8.5768
O 9.3488 -0.6961 -6.4430
H 7.3558 0.3254 -5.0517
H 7.2039 1.4304 -9.9651
H 4.6448 2.6448 -7.7952
H 9.9096 -0.8974 -7.2236
C 0.8711 -10.2962 2.4725
C 0.4824 -9.0286 2.6236
C 1.3911 -8.0056 3.2114
O 1.0126 -6.8446 3.3202
C 2.7268 -8.4403 3.6490
C 3.1141 -9.7087 3.5010
C 2.2155 -10.7251 2.8880
O 2.6064 -11.8791 2.7484
O 4.3670 -10.1246 3.9125
O -0.7806 -8.6187 2.2378
H 0.2217 -11.0496 2.0447
H 3.3706 -7.6906 4.0909
H 4.4080 -11.0818 3.6969
H -0.8193 -7.6602 2.4479
C -9.1759 3.8869 10.0059
C -10.0978 2.9319 10.1425
C -10.5345 2.1065 8.9825
O -11.3698 1.2235 9.1428
C -9.9380 2.3940 7.6687
C -9.0187 3.3514 7.5316
C -8.5622 4.1577 8.6967
O -7.7022 5.0185 8.5428
O -8.4559 3.6286 6.2992
O -10.6810 2.6734 11.3694
H -8.8476 4.4928 10.8410
H -10.2774 1.7987 6.8307
H -7.8194 4.3587 6.4614
H -11.3130 1.9393 11.2083
C 7.9444 4.8924 -12.3736
C 8.7364 5.8563 -12.8472
C 10.1312 5.5677 -13.2819
O 10.8288 6.4705 -13.7306
C 10.6233 4.1878 -13.1475
C 9.8324 3.2247 -12.6706
C 8.4292 3.5080 -12.2620
O 7.7204 2.5983 -11.8446
O 10.2893 1.9262 -12.5391
O 8.2886 7.1603 -12.9525
H 6.9278 5.0877 -12.0562
H 11.6446 3.9954 -13.4503
H 9.5317 1.4187 -12.1747
H 9.0443 7.6666 -13.3226
```

Properties
Total charge   -1
Orbital gap   4.07 eV
Max |F|   0.175 Eh/bohr
E_LUMO   -0.97 eV

---

In order of appearance, energy = -73567.7554 -146572.8765 -109115.7689 eV.